{"formula": "BaH18O9", "method": "wB97M-V/def2-TZVPD", "de_lowest_kcal_mol": 0.9, "spin_multiplicity": 2, "charge": 3, "homo_energy_ev": [-22.19, -21.57], "e_tot_ha": -712.40772, "symbols": ["Ba", "O", "H", "H", "O", "H", "H", "O", "H", "H", "O", "H", "H", "O", "H", "H", "O", "H", "H", "O", "H", "H", "O", "H", "H", "O", "H", "H"], "coordinates": [[-24.1419, -25.2870, -0.9236], [-24.6092, -26.5735, -3.3429], [-25.0365, -27.4146, -3.5044], [-25.0764, -25.9551, -3.9046], [-26.8697, -25.1430, -1.6831], [-26.7569, -24.9411, -2.6120], [-27.7968, -25.3648, -1.5966], [-25.5846, -23.3772, 0.5930], [-25.9017, -22.4751, 0.5493], [-25.7502, -23.6463, 1.4965], [-22.9693, -25.9698, 1.4347], [-23.5339, -26.3949, 2.0803], [-22.0933, -26.3060, 1.6237], [-25.9839, -26.3741, 1.0467], [-25.9624, -26.6706, 1.9566], [-26.4892, -27.0450, 0.5876], [-22.4053, -23.2732, -0.2960], [-22.5485, -22.9166, 0.5807], [-21.6740, -22.7642, -0.6457], [-24.4497, -23.2554, -2.7615], [-24.8821, -22.4014, -2.7626], [-24.1149, -23.3560, -3.6526], [-24.4390, -28.0973, -0.9341], [-23.8383, -28.6718, -0.4596], [-25.2704, -28.5716, -0.9400], [-21.6025, -26.7709, -1.4134], [-21.9150, -27.4524, -2.0084], [-20.6507, -26.8722, -1.4112]]}

***

{"formula": "C36H40IN8O3PS2Zr", "method": "wB97M-V/def2-TZVPD", "de_lowest_kcal_mol": 16.3, "spin_multiplicity": 2, "charge": 1, "homo_energy_ev": [-10.24, -10.47], "e_tot_ha": -3542.06360, "symbols": ["Zr", "C", "C", "O", "P", "S", "S", "O", "C", "C", "H", "H", "H", "H", "H", "H", "H", "H", "H", "H", "C", "N", "C", "C", "C", "C", "C", "N", "C", "C", "C", "C", "C", "C", "H", "H", "H", "H", "H", "H", "H", "H", "H", "H", "H", "N", "C", "N", "C", "C", "O", "C", "C", "H", "H", "H", "H", "H", "H", "H", "H", "I", "C", "C", "C", "C", "C", "N", "H", "H", "H", "H", "N", "C", "C", "C", "C", "C", "C", "C", "N", "C", "C", "N", "C", "H", "H", "H", "H", "H", "H", "H"], "coordinates": [[-0.8133, 0.2098, -0.2596], [-2.2339, 6.2011, 1.0941], [-1.8337, 5.8811, -0.3258], [-1.0718, 4.6510, -0.3908], [-1.9211, 3.2770, -0.3269], [-1.0660, 2.2823, 1.3246], [-3.6630, 1.5965, 1.9399], [-0.9449, 2.3553, -1.3630], [-1.1260, 2.7638, -2.7592], [0.0028, 3.6690, -3.1984], [-2.7340, 7.1685, 1.1306], [-1.3562, 6.2384, 1.7378], [-2.9235, 5.4502, 1.4843], [-1.1707, 6.6433, -0.7347], [-2.7079, 5.7959, -0.9768], [-2.0914, 3.2780, -2.8253], [-1.2048, 1.8574, -3.3522], [0.0223, 4.5813, -2.6068], [-0.1368, 3.9323, -4.2470], [0.9666, 3.1731, -3.1029], [2.2423, 1.6951, -0.3176], [1.4159, 0.4801, -0.4569], [2.0039, -0.6700, -0.5490], [1.2602, -1.8643, -0.6728], [1.6910, -3.1695, -0.9261], [0.5385, -3.9365, -1.0872], [-0.5417, -3.0722, -0.9129], [-0.1250, -1.8194, -0.6524], [3.0795, 1.7116, 0.9400], [4.3743, 1.2040, 0.9390], [5.1284, 1.1859, 2.1034], [4.5992, 1.6956, 3.2784], [3.3183, 2.2315, 3.2805], [2.5619, 2.2376, 2.1196], [1.5671, 2.5525, -0.3338], [2.8965, 1.7765, -1.1932], [3.0913, -0.7426, -0.5439], [2.7144, -3.4997, -0.9979], [0.4804, -4.9896, -1.3023], [-1.5981, -3.2965, -0.9567], [4.8104, 0.8395, 0.0160], [6.1365, 0.7938, 2.0867], [5.1930, 1.6991, 4.1832], [2.9145, 2.6671, 4.1864], [1.5693, 2.6703, 2.1179], [0.2686, -0.3480, 1.8217], [0.5209, -0.2473, 2.9467], [0.7482, -0.0939, 4.2112], [1.9524, -0.5974, 4.8755], [1.5255, -1.5462, 5.9905], [0.6119, -0.9090, 6.8589], [-0.5838, -0.5571, 6.1926], [-0.3046, 0.4508, 5.0845], [2.5017, 0.2502, 5.2915], [2.5828, -1.0944, 4.1392], [2.3841, -1.8393, 6.5928], [1.0701, -2.4490, 5.5596], [-1.2514, -0.1319, 6.9402], [-1.0549, -1.4545, 5.7664], [0.0557, 1.3907, 5.5103], [-1.1948, 0.6509, 4.4854], [-3.3562, -0.0017, -1.5619], [-3.3933, -0.1097, 2.0102], [-4.3711, -0.8499, 2.7045], [-4.2289, -2.2034, 2.8592], [-3.0770, -2.8119, 2.3628], [-2.1714, -2.0334, 1.6857], [-2.3260, -0.7105, 1.4536], [-5.2249, -0.3279, 3.1108], [-4.9841, -2.7764, 3.3794], [-2.8835, -3.8656, 2.4980], [-1.2568, -2.4652, 1.3131], [-2.0957, -4.3871, -10.1647], [-1.7558, -3.7875, -9.2468], [-1.3331, -3.0439, -8.1016], [-1.4625, -3.5977, -6.8302], [-1.0403, -2.8829, -5.7248], [-0.5118, -1.6094, -5.8946], [-0.3857, -1.0469, -7.1578], [-0.7903, -1.7694, -8.2651], [-0.0939, -0.8790, -4.7532], [1.0171, -0.0818, -4.6360], [1.0091, 0.3832, -3.3571], [-0.0945, -0.1009, -2.6914], [-0.7307, -0.8526, -3.5674], [-1.8762, -4.5894, -6.7145], [-1.1018, -3.3186, -4.7370], [0.0060, -0.0454, -7.2731], [-0.6998, -1.3470, -9.2555], [1.7190, 0.0409, -5.4408], [1.7368, 1.0090, -2.8779], [-1.6574, -1.3697, -3.3904]]}

***

{"formula": "C12H33ClIN2OP2Y", "method": "wB97M-V/def2-TZVPD", "de_lowest_kcal_mol": 0.0, "spin_multiplicity": 1, "charge": 2, "homo_energy_ev": -13.11, "e_tot_ha": -2140.18522, "symbols": ["C", "I", "H", "H", "H", "Y", "P", "C", "C", "H", "H", "H", "H", "H", "H", "C", "H", "H", "H", "P", "C", "C", "H", "H", "H", "C", "H", "H", "H", "H", "H", "H", "Cl", "C", "N", "C", "C", "O", "N", "C", "C", "H", "H", "H", "H", "H", "H", "H", "H", "H", "H", "H", "H"], "coordinates": [[1.3822, 3.1184, -3.3195], [0.2827, 3.4085, -4.9709], [1.8053, 4.0246, -3.0175], [2.2652, 2.3768, -3.0508], [0.6758, 2.5819, -2.5942], [-1.1821, 0.7719, 0.4770], [0.2207, -0.2465, -3.4225], [0.6727, -2.0072, -3.2344], [-1.1049, -0.1956, -4.6739], [-0.8165, -0.8409, -5.5105], [1.5537, 0.0287, -5.4352], [-1.2342, 0.7917, -5.1021], [1.8747, 1.2801, -4.4482], [-0.0032, -2.4883, -2.5212], [-2.0210, -0.6592, -4.2834], [1.6975, 0.2203, -4.3719], [0.6705, -2.5311, -4.2040], [2.6008, -0.2645, -3.9694], [1.6819, -1.9933, -2.7982], [-0.8349, 2.8704, 2.4324], [-0.6295, 2.2324, 4.1532], [0.5084, 4.1015, 2.3109], [-2.3672, 4.4144, 1.4860], [-2.3222, 4.6073, 3.2733], [-3.2186, 3.2512, 2.4979], [-2.3371, 3.8923, 2.4440], [0.6537, 4.3317, 1.2443], [0.2592, 5.0439, 2.8264], [-1.0727, 2.9177, 4.9062], [0.4577, 2.0930, 4.3379], [1.4312, 3.6935, 2.7476], [-1.1254, 1.2481, 4.2429], [-1.3732, 2.4749, -1.1989], [-2.3245, -1.7251, 1.1522], [-1.1577, -2.5541, 1.5832], [-1.4356, -3.8534, 2.1846], [0.0902, -2.0263, 1.4588], [0.1472, -0.7991, 0.9895], [1.2644, -2.6742, 1.5409], [1.5087, -3.8930, 2.2875], [2.4516, -1.9319, 1.1117], [-3.1552, -2.4313, 1.0747], [-2.2065, -1.2971, 0.1184], [-2.5687, -0.8980, 1.8525], [-1.0829, -4.6687, 1.5513], [-0.9714, -3.9325, 3.1720], [-2.5068, -3.9368, 2.2932], [2.5872, -3.9927, 2.5272], [0.9340, -3.8801, 3.2404], [1.1456, -4.7348, 1.6342], [2.3916, -1.7953, 0.0277], [2.5542, -0.9510, 1.6155], [3.2837, -2.5730, 1.3312]]}

***

{"formula": "C29H65Cl8N7O7", "method": "wB97M-V/def2-TZVPD", "smiles": "CNC(C)=O.CNC(C)=O.CNC(C)=O.CNC(C)=O.CNC(C)=O.CNC(C)=O.CNC(C)=O.ClCCCl.ClCCCl.ClCCCl.ClCCCl", "de_lowest_kcal_mol": 0.0, "spin_multiplicity": 1, "homo_energy_ev": -9.28, "e_tot_ha": -5735.60880, "symbols": ["C", "C", "O", "N", "C", "H", "H", "H", "H", "H", "H", "H", "C", "C", "O", "N", "C", "H", "H", "H", "H", "H", "H", "H", "C", "C", "O", "N", "C", "H", "H", "H", "H", "H", "H", "H", "C", "C", "O", "N", "C", "H", "H", "H", "H", "H", "H", "H", "C", "C", "O", "N", "C", "H", "H", "H", "H", "H", "H", "H", "C", "C", "O", "N", "C", "H", "H", "H", "H", "H", "H", "H", "C", "C", "O", "N", "C", "H", "H", "H", "H", "H", "H", "H", "Cl", "C", "C", "Cl", "H", "H", "H", "H", "Cl", "C", "C", "Cl", "H", "H", "H", "H", "Cl", "C", "C", "Cl", "H", "H", "H", "H", "Cl", "C", "C", "Cl", "H", "H", "H", "H"], "coordinates": [[15.2439, 17.0322, 8.9928], [16.2645, 17.8159, 9.7706], [17.2555, 18.3483, 9.2905], [15.9910, 17.9451, 11.0705], [16.6905, 18.6967, 12.0897], [14.2332, 17.0498, 9.4328], [15.4206, 15.9582, 9.0253], [15.1797, 17.3926, 7.9732], [15.1685, 17.4514, 11.4032], [16.1612, 19.6880, 12.3623], [17.7142, 18.9490, 11.7101], [16.7022, 18.0790, 12.9773], [13.5134, 9.5306, 12.7083], [13.7735, 10.4867, 13.8536], [14.3507, 10.1438, 14.8545], [13.3726, 11.7486, 13.6558], [13.4298, 12.7280, 14.7366], [14.4654, 9.1395, 12.3245], [12.9802, 10.1048, 11.9024], [12.8547, 8.7265, 13.0854], [12.7420, 11.9102, 12.8838], [14.4207, 13.1254, 14.7475], [13.3130, 12.2946, 15.7505], [12.7626, 13.5695, 14.5404], [18.7048, 15.5776, 8.3919], [18.7386, 15.0796, 9.8745], [17.7073, 14.9106, 10.5497], [19.9283, 14.8542, 10.3418], [20.1951, 14.3947, 11.7149], [17.7498, 16.0084, 8.1966], [18.8385, 14.6902, 7.7489], [19.5004, 16.2661, 8.2229], [20.7257, 14.9064, 9.7068], [19.7399, 15.1142, 12.3702], [21.2617, 14.4246, 11.8673], [19.7774, 13.3982, 11.8797], [15.9437, 7.9999, 9.7651], [14.6408, 7.9511, 8.9861], [14.4434, 6.9607, 8.3262], [13.7558, 8.9684, 9.0958], [12.4579, 8.8301, 8.4869], [16.0313, 8.6688, 10.6158], [16.6917, 8.2200, 9.0195], [16.1512, 6.9802, 9.9929], [13.8782, 9.7756, 9.6903], [11.6324, 8.2680, 8.9631], [12.4891, 8.3559, 7.4341], [12.0217, 9.8574, 8.3910], [9.8500, 12.0596, 14.1958], [10.0458, 12.0662, 12.7190], [10.3478, 13.0791, 12.0796], [10.1432, 10.8673, 12.1043], [10.4343, 10.7998, 10.6864], [9.0224, 11.3399, 14.4737], [9.4651, 13.0103, 14.5224], [10.8167, 11.9493, 14.7058], [9.7335, 10.0843, 12.6124], [9.6810, 11.0243, 9.9163], [10.8140, 9.7645, 10.4884], [11.1845, 11.5320, 10.4669], [17.3594, 10.2920, 13.2653], [18.8168, 10.4539, 13.8097], [19.5768, 11.2897, 13.3074], [19.2591, 9.5957, 14.7967], [18.3891, 8.6590, 15.5677], [17.0738, 11.2490, 12.8243], [16.6394, 10.0156, 14.0545], [17.3561, 9.4562, 12.5791], [20.1750, 9.9758, 15.1602], [19.0072, 8.2393, 16.3796], [18.0586, 7.8797, 14.9054], [17.5713, 9.1553, 16.0351], [16.2832, 11.9633, 9.9462], [14.9399, 12.4957, 10.3819], [14.0093, 11.7255, 10.4828], [14.8942, 13.7905, 10.7226], [13.6338, 14.3566, 11.1814], [16.8304, 12.7570, 9.3461], [16.1096, 11.0157, 9.4701], [16.8103, 11.8801, 10.9278], [15.7317, 14.3039, 10.4773], [13.5327, 14.0872, 12.2439], [12.8367, 13.8498, 10.6822], [13.5789, 15.4217, 11.0626], [14.9656, 12.8299, 6.8797], [13.3008, 12.2348, 7.1181], [12.4649, 13.0761, 8.0051], [12.1864, 14.6909, 7.2402], [13.4343, 11.2673, 7.5256], [12.7436, 12.1311, 6.1918], [13.0232, 13.2961, 8.9577], [11.4678, 12.6345, 8.2245], [15.4686, 15.5996, 14.0100], [16.5211, 14.1515, 13.6186], [17.4115, 13.7848, 14.7620], [16.6277, 12.6001, 15.8634], [17.1179, 14.4939, 12.7992], [15.9229, 13.2875, 13.3727], [17.8425, 14.6154, 15.3235], [18.3659, 13.2905, 14.5101], [12.4739, 17.9798, 11.8707], [11.2952, 17.4286, 13.1043], [10.2702, 16.4631, 12.5223], [8.6481, 16.7031, 13.2778], [10.8521, 18.3534, 13.4849], [11.8267, 16.9656, 13.9623], [10.6408, 15.4490, 12.5738], [10.1784, 16.6443, 11.4594], [20.4455, 11.0490, 9.5143], [21.2857, 10.3502, 10.8140], [20.7518, 9.0340, 11.3227], [20.6660, 7.7362, 10.0328], [21.3525, 10.9917, 11.7030], [22.2642, 10.1137, 10.4562], [19.7136, 9.0571, 11.5302], [21.3316, 8.7068, 12.2095]]}